Below is C47H128AgN11O12 as an isolated structure in a non-equilibrium geometry, with properties calculated with the ωB97M-V functional and the def2-TZVPD basis.

Results
Maximum force in eV Å⁻¹: 3.08
HOMO in eV: -6.25
2S+1: 1
Orbital gap in eV: 2.6
LUMO in eV: -3.640

Cartesian coordinates (Å):
Ag1 -3.050 3.582 6.394
C1 -0.724 -2.162 2.029
C2 -0.177 -0.735 2.210
C3 0.188 -0.073 0.917
O1 -1.054 0.014 3.020
H1 -0.248 -2.776 1.265
H2 -1.785 -2.168 1.775
H3 -0.701 -2.777 2.928
H4 0.782 -0.853 2.714
H5 0.748 -0.656 0.185
H6 0.812 0.802 1.101
H7 -0.688 0.315 0.398
C4 0.881 3.371 -10.250
C5 -0.375 4.181 -9.996
C6 -0.648 4.372 -8.476
O2 -1.104 3.188 -7.912
C7 -1.313 3.283 -6.500
N1 -0.161 5.465 -10.537
H8 1.735 3.753 -9.690
H9 1.055 3.215 -11.314
H10 0.642 2.422 -9.771
H11 -1.201 3.715 -10.533
H12 -1.274 5.223 -8.208
H13 0.258 4.643 -7.933
H14 -2.370 3.140 -6.274
H15 -0.772 4.135 -6.091
H16 -0.878 2.420 -5.996
H17 -0.288 5.383 -11.535
H18 -0.835 6.106 -10.141
C8 3.766 -5.504 -9.127
C9 3.089 -5.340 -7.749
C10 2.809 -3.857 -7.376
O3 4.025 -3.123 -7.162
C11 3.900 -1.878 -6.529
N2 1.829 -6.089 -7.734
H19 4.531 -4.732 -9.214
H20 3.069 -5.185 -9.901
H21 4.124 -6.488 -9.432
H22 3.732 -5.684 -6.939
H23 2.170 -3.746 -6.500
H24 2.204 -3.445 -8.184
H25 3.257 -1.893 -5.649
H26 3.580 -0.992 -7.078
H27 4.829 -1.585 -6.039
H28 2.111 -7.037 -7.939
H29 1.346 -5.823 -8.580
C12 -3.877 -4.685 -4.356
C13 -4.195 -4.859 -5.883
C14 -3.694 -3.594 -6.654
O4 -4.086 -3.664 -8.015
C15 -3.424 -2.574 -8.715
N3 -3.528 -6.048 -6.341
H30 -2.838 -4.440 -4.139
H31 -4.119 -5.551 -3.741
H32 -4.391 -3.840 -3.897
H33 -5.266 -4.983 -6.045
H34 -2.617 -3.508 -6.513
H35 -4.156 -2.756 -6.132
H36 -3.727 -1.644 -8.235
H37 -3.694 -2.370 -9.752
H38 -2.339 -2.641 -8.647
H39 -3.683 -6.052 -7.339
H40 -2.555 -5.788 -6.412
C16 7.245 -2.793 -0.680
C17 7.700 -1.877 0.465
C18 7.295 -0.389 0.132
O5 8.019 0.093 -1.004
C19 9.172 0.889 -0.621
N4 6.988 -2.357 1.631
H41 7.511 -2.362 -1.645
H42 6.161 -2.907 -0.699
H43 7.762 -3.748 -0.593
H44 8.779 -1.967 0.591
H45 7.434 0.185 1.047
H46 6.218 -0.290 -0.009
H47 9.813 0.226 -0.040
H48 8.908 1.733 0.016
H49 9.634 1.412 -1.458
H50 7.189 -1.925 2.521
H51 5.990 -2.205 1.591
C20 4.417 1.905 6.935
C21 3.653 3.225 6.896
C22 4.171 3.989 5.649
O6 5.368 4.532 6.081
C23 6.120 5.033 4.982
N5 2.231 2.911 6.856
H52 4.610 1.406 5.986
H53 4.031 1.152 7.622
H54 5.379 2.220 7.339
H55 3.879 3.818 7.782
H56 3.467 4.808 5.499
H57 4.193 3.361 4.758
H58 6.036 4.363 4.127
H59 7.163 5.073 5.295
H60 5.787 6.023 4.669
H61 1.909 2.415 6.037
H62 2.030 2.330 7.657
C24 -1.117 7.437 2.563
C25 -1.772 8.467 3.383
C26 -2.197 9.697 2.461
O7 -1.138 10.588 2.116
C27 -0.438 11.147 3.283
N6 -2.979 7.851 3.967
H63 -1.811 6.960 1.870
H64 -0.666 6.660 3.181
H65 -0.316 7.835 1.941
H66 -1.168 8.796 4.229
H67 -2.852 10.410 2.962
H68 -2.753 9.465 1.552
H69 0.043 12.013 2.828
H70 0.423 10.555 3.597
H71 -0.994 11.426 4.178
H72 -3.693 7.523 3.332
H73 -3.495 8.453 4.592
C28 3.366 -7.903 3.470
C29 3.583 -8.635 2.178
C30 2.539 -8.242 1.068
O8 2.545 -9.103 -0.053
C31 1.515 -8.741 -0.973
N7 4.911 -8.198 1.757
H74 3.406 -6.817 3.378
H75 4.038 -8.289 4.236
H76 2.411 -8.200 3.904
H77 3.697 -9.718 2.224
H78 2.635 -7.184 0.822
H79 1.563 -8.309 1.549
H80 0.490 -8.681 -0.608
H81 1.370 -9.547 -1.693
H82 1.815 -7.883 -1.574
H83 4.994 -7.214 1.970
H84 4.953 -8.179 0.748
C32 2.498 9.177 -4.964
C33 1.964 8.932 -3.598
C34 3.104 8.643 -2.529
O9 3.910 7.625 -3.070
C35 3.502 6.292 -2.618
N8 1.226 10.121 -3.217
H85 3.275 9.942 -4.960
H86 1.749 9.418 -5.719
H87 2.939 8.257 -5.347
H88 1.252 8.106 -3.593
H89 2.896 8.531 -1.465
H90 3.754 9.518 -2.520
H91 2.621 5.947 -3.158
H92 3.312 6.307 -1.545
H93 4.220 5.511 -2.870
H94 1.313 10.216 -2.215
H95 0.251 9.914 -3.384
C36 -9.252 -4.939 4.734
C37 -7.843 -4.800 5.206
C38 -6.842 -5.866 4.576
O10 -5.712 -5.978 5.485
C39 -4.965 -7.165 5.110
N9 -7.390 -3.400 4.969
H96 -9.922 -4.104 4.939
H97 -9.717 -5.886 5.006
H98 -9.181 -4.916 3.647
H99 -7.931 -5.015 6.271
H100 -6.445 -5.469 3.642
H101 -7.359 -6.816 4.435
H102 -5.594 -8.041 4.957
H103 -4.195 -7.364 5.856
H104 -4.505 -6.884 4.162
H105 -6.435 -3.280 5.275
H106 -7.204 -3.414 3.976
C40 -7.040 1.221 -0.238
C41 -6.970 2.706 0.107
C42 -8.209 3.586 -0.179
O11 -8.337 3.819 -1.553
C43 -9.443 4.701 -1.838
N10 -6.628 2.774 1.537
H107 -6.112 0.714 0.027
H108 -7.282 1.148 -1.298
H109 -7.862 0.751 0.301
H110 -6.134 3.194 -0.393
H111 -7.907 4.497 0.337
H112 -9.148 3.184 0.202
H113 -9.261 5.074 -2.845
H114 -9.543 5.473 -1.075
H115 -10.420 4.219 -1.855
H116 -5.644 2.549 1.498
H117 -7.028 1.980 2.016
C44 -1.572 -4.449 10.853
C45 -0.776 -3.538 9.939
C46 0.533 -4.314 9.498
O12 1.479 -4.256 10.503
C47 2.543 -5.208 10.156
N11 -1.737 -3.297 8.847
H118 -0.962 -4.755 11.702
H119 -2.004 -5.321 10.362
H120 -2.473 -4.055 11.323
H121 -0.445 -2.586 10.354
H122 0.937 -3.961 8.549
H123 0.187 -5.316 9.244
H124 2.936 -5.094 9.146
H125 2.179 -6.231 10.250
H126 3.422 -5.003 10.767
H127 -1.206 -3.009 8.037
H128 -2.176 -4.161 8.562

Cartesian forces (eV/Å) of the 6 atoms listed first:
Ag 0.2 -0.2 -0.2
C -0.6 -0.7 0.0
C -1.1 0.0 1.2
C -0.1 1.1 -1.1
O 1.0 -0.6 -0.9
H 0.4 0.3 -0.2